Record 1
Computed, not measured: a single C6H12O molecule, with ωB97M-V/def2-TZVPD.

## Properties
- ΔE to the lowest compared entry with this formula, charge and spin: 25.90 kcal per mole
- Orbital gap: 10.64 eV
- Largest force on an atom: 0.0063 hartree/bohr

Each line ends with the Löwdin charge.
Positions of all 19 atoms, in Å:
C: 0.060 0.286 0.688  -0.4108
C: -0.877 -0.633 1.476  -0.0664
H: 0.030 1.842 2.219  0.0768
H: 0.572 2.405 0.622  0.0796
O: 0.990 -2.056 -0.904  -0.0127
C: -0.124 1.736 1.138  -0.0781
C: 0.257 -1.064 -1.562  -0.3401
C: 0.975 0.225 -1.786  -0.0526
H: 0.852 0.740 -2.735  0.1018
H: 0.379 -2.546 -0.340  0.0831
H: 1.979 0.269 -1.370  0.1159
H: -1.144 2.076 0.917  0.0808
H: -1.928 -0.365 1.307  0.0858
C: -0.174 0.164 -0.807  -0.2308
H: -0.400 -1.427 -2.355  0.1422
H: -0.683 -0.564 2.553  0.0801
H: 1.093 -0.022 0.896  0.1385
H: -1.109 0.615 -1.144  0.1434
H: -0.748 -1.681 1.186  0.0635



Record 2
Computed, not measured: 2 unconnected molecules or ions with the total composition C9H12BNO7PS at a distorted geometry, with ωB97M-V/def2-TZVPD.

## Properties
- Orbital gap: 5.12 eV
- Largest force on an atom: 0.0445 hartree/bohr
- Total charge: -1

Each line ends with the Löwdin charge.
Positions of all 32 atoms, in Å:
H: -1.921 -0.311 -0.988  0.1243
H: 2.712 0.192 -5.149  0.1130
C: -0.874 0.020 -2.507  -0.2212
H: 2.392 -1.098 -1.835  0.1334
P: -2.049 -1.665 2.644  0.2608
C: 1.579 -0.653 -2.390  0.0790
C: 0.590 0.437 -4.390  -0.3275
H: -1.119 -2.490 3.319  -0.0412
H: -2.850 -1.042 3.607  -0.0085
H: 1.185 -1.289 2.894  0.0364
O: 1.310 1.905 1.642  0.1656
H: 2.174 2.134 1.979  0.1008
O: -2.035 0.059 -1.890  0.1494
C: -0.769 0.655 2.528  -0.2202
B: 0.792 0.806 2.244  -0.4910
O: 0.820 0.859 -5.512  0.0834
H: -0.633 -0.885 1.111  0.0303
O: -2.437 1.848 1.283  -0.0598
H: -1.521 0.929 -4.319  0.1330
C: -0.708 0.494 -3.756  0.0687
C: 1.757 -0.406 2.641  -0.0097
C: 1.729 -0.179 -3.630  -0.2414
C: 0.278 -0.579 -1.743  -0.2790
S: -3.166 -2.833 1.522  -0.0005
O: 0.064 -0.981 -0.621  0.1009
O: 2.888 -0.217 -4.282  0.1033
O: -1.189 2.990 2.734  -0.0451
H: 2.443 -0.621 1.832  0.0529
H: 2.299 -0.100 3.535  0.0605
H: -0.897 0.547 3.606  0.1218
N: -1.309 -0.497 1.754  -0.2321
C: -1.536 1.968 2.138  -0.7404



Record 3
Computed, not measured: 2 unconnected molecules or ions with the total composition C4H14N2O at a distorted geometry, with ωB97M-V/def2-TZVPD.

## Properties
- ΔE to the lowest compared entry with this formula, charge and spin: 41.25 kcal per mole
- Orbital gap: 8.77 eV
- Largest force on an atom: 0.0362 hartree/bohr

Each line ends with the Löwdin charge.
Positions of all 21 atoms, in Å:
H: 0.487 1.388 0.170  0.0977
O: 2.045 -2.546 -3.019  -0.0623
H: 1.125 -0.899 2.147  0.1047
H: 0.867 1.442 3.363  0.0560
C: 0.750 0.342 0.323  -0.1949
H: -2.455 1.976 -1.625  0.0848
H: -0.556 0.711 3.061  0.0608
N: 0.291 1.059 2.627  -0.0100
H: 2.125 0.452 1.908  0.1028
H: 1.600 0.111 -0.310  0.1007
H: -0.243 -1.320 -0.610  0.1086
H: -3.141 0.806 -0.417  0.0704
H: -1.124 -0.575 0.778  0.1113
H: -1.853 1.959 -0.015  0.0637
N: -1.200 0.324 -1.175  -0.1460
H: 1.564 -3.157 -2.462  0.0235
H: -1.257 -0.026 -2.109  0.0991
C: -2.217 1.284 -0.780  -0.1384
H: 2.646 -3.095 -3.537  0.0349
C: -0.532 -0.378 -0.126  -0.2664
C: 1.079 0.142 1.807  -0.3007



- Among the records above, which one has the highest orbital gap?
  C6H12O



- Look up the orbital gap of the second one.
  5.12 eV



- The highest largest force on an atom belongs to which entry?
  C9H12BNO7PS